{"formula": "C60H141N15O11", "method": "ωB97M-V with the def2-TZVPD basis set", "elements": ["N", "C", "C", "C", "C", "H", "H", "H", "H", "H", "N", "C", "C", "C", "C", "H", "H", "H", "H", "H", "N", "C", "C", "C", "C", "H", "H", "H", "H", "H", "N", "C", "C", "C", "C", "H", "H", "H", "H", "H", "C", "C", "C", "O", "C", "N", "H", "H", "H", "H", "H", "H", "H", "H", "H", "H", "H", "C", "C", "C", "O", "C", "N", "H", "H", "H", "H", "H", "H", "H", "H", "H", "H", "H", "C", "C", "C", "O", "C", "N", "H", "H", "H", "H", "H", "H", "H", "H", "H", "H", "H", "C", "C", "C", "O", "C", "N", "H", "H", "H", "H", "H", "H", "H", "H", "H", "H", "H", "C", "C", "C", "O", "C", "N", "H", "H", "H", "H", "H", "H", "H", "H", "H", "H", "H", "C", "C", "C", "O", "C", "N", "H", "H", "H", "H", "H", "H", "H", "H", "H", "H", "H", "C", "C", "C", "O", "C", "N", "H", "H", "H", "H", "H", "H", "H", "H", "H", "H", "H", "C", "C", "C", "O", "C", "N", "H", "H", "H", "H", "H", "H", "H", "H", "H", "H", "H", "C", "C", "C", "O", "C", "N", "H", "H", "H", "H", "H", "H", "H", "H", "H", "H", "H", "C", "C", "C", "O", "C", "N", "H", "H", "H", "H", "H", "H", "H", "H", "H", "H", "H", "C", "C", "C", "O", "C", "N", "H", "H", "H", "H", "H", "H", "H", "H", "H", "H", "H"], "positions_angstrom": [[10.04, -17.15, 10.45], [10.20, -16.14, 11.37], [11.13, -15.24, 10.83], [11.63, -15.79, 9.58], [10.87, -16.88, 9.34], [9.67, -18.07, 10.62], [9.58, -16.17, 12.24], [11.40, -14.31, 11.29], [12.39, -15.38, 8.97], [10.82, -17.46, 8.44], [14.48, -20.05, 5.94], [13.85, -18.95, 5.40], [12.76, -18.72, 6.16], [12.69, -19.71, 7.19], [13.81, -20.51, 7.05], [15.34, -20.47, 5.61], [14.27, -18.45, 4.56], [12.05, -17.97, 5.98], [11.94, -19.90, 7.96], [14.09, -21.37, 7.65], [18.49, -15.03, 16.23], [18.38, -15.38, 17.55], [19.36, -16.29, 17.84], [20.08, -16.51, 16.65], [19.54, -15.68, 15.66], [17.87, -14.42, 15.64], [17.67, -14.96, 18.21], [19.58, -16.80, 18.78], [20.88, -17.22, 16.47], [19.78, -15.53, 14.61], [16.01, -14.72, 10.96], [14.70, -14.77, 11.45], [14.25, -13.46, 11.62], [15.27, -12.64, 11.08], [16.34, -13.41, 10.69], [16.41, -15.48, 10.41], [14.29, -15.73, 11.74], [13.33, -13.23, 12.03], [15.28, -11.56, 11.05], [17.31, -13.18, 10.34], [17.92, -19.49, 19.98], [17.23, -19.63, 18.61], [16.37, -20.86, 18.61], [16.11, -21.17, 17.19], [15.27, -22.26, 17.07], [16.46, -18.44, 18.21], [17.16, -19.51, 20.79], [18.63, -18.63, 20.04], [18.52, -20.42, 20.06], [18.05, -19.92, 17.90], [15.47, -20.69, 19.18], [16.83, -21.72, 19.11], [15.69, -23.13, 17.61], [15.20, -22.61, 16.04], [14.28, -22.09, 17.44], [15.86, -18.60, 17.41], [17.12, -17.72, 17.94], [20.12, -20.39, 15.25], [19.29, -21.63, 14.88], [19.40, -22.58, 16.06], [20.72, -22.92, 16.27], [20.87, -24.11, 17.01], [17.87, -21.47, 14.57], [21.11, -20.73, 15.45], [19.74, -20.01, 16.21], [20.18, -19.57, 14.49], [19.81, -22.20, 14.06], [18.74, -23.51, 15.94], [19.01, -22.16, 17.01], [21.95, -24.32, 17.11], [20.46, -24.91, 16.42], [20.41, -24.03, 17.97], [17.65, -20.58, 14.16], [17.41, -21.55, 15.46], [17.44, -20.94, 8.81], [17.40, -21.15, 10.33], [16.68, -22.48, 10.65], [15.32, -22.62, 10.30], [14.54, -22.12, 11.39], [18.75, -21.22, 10.85], [18.06, -21.71, 8.31], [17.81, -19.98, 8.49], [16.46, -21.02, 8.33], [16.96, -20.28, 10.86], [16.86, -22.69, 11.71], [17.22, -23.26, 10.07], [13.48, -22.39, 11.13], [14.52, -21.03, 11.40], [14.86, -22.54, 12.33], [18.71, -21.04, 11.84], [19.15, -22.13, 10.64], [10.85, -21.31, 9.85], [9.87, -22.02, 10.74], [9.13, -21.04, 11.70], [9.86, -20.28, 12.72], [8.95, -19.99, 13.76], [8.79, -22.75, 10.07], [11.68, -20.94, 10.47], [10.37, -20.46, 9.37], [11.24, -22.05, 9.15], [10.42, -22.74, 11.35], [8.42, -21.63, 12.26], [8.59, -20.33, 11.03], [7.94, -19.80, 13.37], [9.34, -19.07, 14.25], [8.90, -20.76, 14.57], [8.34, -22.35, 9.27], [8.14, -23.21, 10.68], [12.71, -17.00, 17.88], [12.50, -18.56, 17.77], [12.83, -18.98, 16.30], [12.58, -20.37, 16.22], [12.93, -20.87, 14.92], [13.31, -19.29, 18.80], [11.96, -16.58, 18.54], [12.46, -16.51, 16.88], [13.72, -16.85, 18.14], [11.44, -18.87, 17.97], [13.87, -18.85, 16.04], [12.24, -18.41, 15.54], [13.01, -21.98, 14.96], [13.90, -20.47, 14.57], [12.14, -20.52, 14.20], [14.25, -18.89, 18.77], [13.35, -20.29, 18.63], [15.15, -15.41, 19.92], [15.05, -15.80, 21.36], [16.40, -16.20, 21.85], [16.24, -16.66, 23.25], [17.47, -17.06, 23.86], [14.56, -14.75, 22.19], [15.76, -14.53, 19.76], [14.19, -15.02, 19.62], [15.42, -16.22, 19.29], [14.35, -16.70, 21.45], [17.05, -15.35, 21.86], [16.84, -17.03, 21.24], [17.31, -17.68, 24.77], [18.08, -16.19, 24.06], [18.12, -17.68, 23.16], [13.64, -14.40, 21.91], [14.59, -15.18, 23.09], [19.37, -17.69, 6.76], [17.94, -17.52, 6.36], [17.21, -16.51, 7.37], [16.94, -17.06, 8.65], [15.68, -17.73, 8.81], [17.78, -17.05, 5.02], [19.95, -16.89, 6.26], [19.79, -18.68, 6.50], [19.48, -17.67, 7.84], [17.36, -18.45, 6.59], [16.26, -16.14, 6.96], [17.90, -15.70, 7.60], [14.95, -17.10, 9.35], [15.77, -18.71, 9.32], [15.19, -17.89, 7.82], [16.82, -16.90, 4.77], [18.37, -16.24, 4.92], [15.62, -13.21, 17.00], [15.30, -12.32, 15.78], [16.51, -11.91, 14.99], [16.99, -13.08, 14.32], [18.18, -12.89, 13.58], [14.34, -12.86, 14.83], [16.05, -12.73, 17.86], [16.23, -14.05, 16.69], [14.63, -13.63, 17.30], [14.89, -11.37, 16.12], [17.34, -11.60, 15.62], [16.23, -11.15, 14.26], [18.35, -13.78, 12.99], [19.05, -12.64, 14.22], [18.06, -12.10, 12.85], [13.55, -13.34, 15.22], [14.72, -13.23, 13.98], [11.57, -13.21, 18.57], [11.46, -12.37, 17.31], [10.97, -13.28, 16.15], [11.82, -14.44, 15.91], [11.19, -15.34, 15.05], [10.65, -11.09, 17.32], [12.23, -14.04, 18.24], [10.61, -13.61, 18.90], [11.95, -12.65, 19.45], [12.50, -12.14, 17.10], [10.95, -12.72, 15.22], [9.94, -13.58, 16.45], [10.75, -14.87, 14.16], [10.37, -15.88, 15.54], [12.01, -16.01, 14.77], [10.71, -10.64, 18.24], [11.08, -10.42, 16.72], [15.76, -16.44, 14.48], [16.09, -17.91, 14.05], [15.26, -18.23, 12.82], [13.94, -17.93, 13.08], [13.06, -18.38, 12.11], [17.47, -18.19, 13.74], [15.97, -15.74, 13.69], [16.34, -16.17, 15.38], [14.68, -16.36, 14.71], [15.74, -18.59, 14.84], [15.46, -19.27, 12.60], [15.61, -17.56, 12.00], [12.05, -18.05, 12.37], [13.09, -19.46, 12.03], [13.34, -17.92, 11.10], [17.79, -17.74, 12.89], [18.09, -17.89, 14.47], [19.65, -15.61, 10.46], [20.04, -17.00, 10.90], [20.76, -16.95, 12.20], [22.03, -16.40, 12.09], [22.85, -16.43, 13.22], [18.80, -17.73, 11.06], [20.53, -15.01, 10.35], [18.90, -15.18, 11.13], [19.17, -15.72, 9.46], [20.78, -17.45, 10.19], [20.83, -17.97, 12.62], [20.17, -16.31, 12.84], [23.88, -16.14, 12.87], [22.89, -17.39, 13.74], [22.45, -15.71, 13.98], [19.03, -18.70, 11.25], [18.25, -17.60, 10.21]], "lowdin_charge": [0.02, -0.14, -0.09, -0.10, -0.14, 0.12, 0.10, 0.07, 0.08, 0.09, 0.01, -0.14, -0.11, -0.09, -0.13, 0.14, 0.10, 0.07, 0.06, 0.11, 0.02, -0.14, -0.12, -0.10, -0.13, 0.12, 0.08, 0.09, 0.09, 0.08, 0.03, -0.11, -0.11, -0.11, -0.14, 0.11, 0.09, 0.07, 0.09, 0.10, -0.06, -0.43, -0.18, -0.21, -0.14, 0.09, 0.09, 0.07, 0.08, 0.13, 0.11, 0.13, 0.09, 0.08, 0.07, 0.05, 0.05, -0.05, -0.42, -0.27, -0.19, -0.09, 0.07, 0.06, 0.07, 0.07, 0.14, 0.15, 0.12, 0.10, 0.08, 0.08, 0.03, 0.02, -0.06, -0.44, -0.22, -0.18, -0.09, 0.04, 0.09, 0.05, 0.06, 0.12, 0.11, 0.14, 0.09, 0.06, 0.08, 0.05, 0.08, -0.07, -0.43, -0.18, -0.22, -0.13, 0.04, 0.07, 0.07, 0.09, 0.14, 0.10, 0.13, 0.09, 0.09, 0.10, 0.07, 0.07, -0.03, -0.36, -0.21, -0.21, -0.09, 0.05, 0.08, 0.06, 0.03, 0.14, 0.09, 0.12, 0.09, 0.08, 0.09, 0.03, 0.04, -0.08, -0.47, -0.17, -0.21, -0.11, 0.05, 0.07, 0.06, 0.04, 0.16, 0.12, 0.12, 0.09, 0.07, 0.09, 0.08, 0.06, -0.06, -0.45, -0.17, -0.26, -0.07, 0.05, 0.09, 0.09, 0.06, 0.13, 0.12, 0.11, 0.07, 0.08, 0.08, 0.06, 0.07, -0.03, -0.42, -0.18, -0.24, -0.11, 0.09, 0.08, 0.04, 0.08, 0.12, 0.13, 0.13, 0.07, 0.10, 0.08, 0.05, 0.03, -0.07, -0.41, -0.17, -0.25, -0.13, 0.05, 0.06, 0.08, 0.09, 0.11, 0.12, 0.13, 0.08, 0.10, 0.08, 0.07, 0.05, -0.02, -0.40, -0.24, -0.21, -0.11, 0.07, 0.05, 0.06, 0.08, 0.12, 0.11, 0.12, 0.08, 0.06, 0.10, 0.03, 0.06, -0.04, -0.45, -0.25, -0.18, -0.10, 0.07, 0.07, 0.07, 0.07, 0.16, 0.13, 0.10, 0.10, 0.08, 0.09, 0.07, 0.05], "total_charge": 0, "total_energy_ha": -4019.40054, "homo_energy_ev": -8.196, "e_above_lowest_ev": 0.0000}